{
  "formula": "C41H81BrNO18S9",
  "method": "wB97M-V/def2-TZVPD",
  "charge": -1,
  "homo_energy_ev": -4.07,
  "orbital_gap_ev": 5.7,
  "elements": ["C", "C", "C", "C", "C", "C", "C", "C", "C", "C", "S", "O", "O", "N", "S", "O", "O", "C", "C", "C", "Br", "H", "H", "H", "H", "H", "H", "H", "H", "H", "H", "H", "H", "H", "H", "H", "H", "H", "H", "H", "H", "H", "H", "H", "H", "H", "C", "C", "C", "S", "O", "O", "C", "H", "H", "H", "H", "H", "H", "H", "H", "C", "C", "C", "S", "O", "O", "C", "H", "H", "H", "H", "H", "H", "H", "H", "C", "C", "C", "S", "O", "O", "C", "H", "H", "H", "H", "H", "H", "H", "H", "C", "C", "C", "S", "O", "O", "C", "H", "H", "H", "H", "H", "H", "H", "H", "C", "C", "C", "S", "O", "O", "C", "H", "H", "H", "H", "H", "H", "H", "H", "C", "C", "C", "S", "O", "O", "C", "H", "H", "H", "H", "H", "H", "H", "H", "C", "C", "C", "S", "O", "O", "C", "H", "H", "H", "H", "H", "H", "H", "H"],
  "coordinates": [[-5.739353, -0.871093, 1.414454], [-4.633859, -0.098199, 2.206233], [-4.911197, 0.384979, 3.673138], [-3.356954, 0.193820, 1.655367], [-2.208746, -0.868120, 1.712837], [-1.522275, -0.994860, 0.284734], [-0.032195, -0.421444, 0.251552], [0.893457, -1.585060, 0.826390], [0.285741, -0.138504, -1.263475], [1.806786, 0.118625, -1.555378], [2.261110, 1.898545, -1.367006], [3.658434, 1.967175, -0.906503], [1.406202, 2.414098, -0.297370], [1.972648, 2.589257, -2.845479], [3.245788, 3.505118, -3.370235], [2.870843, 3.996773, -4.702425], [4.520321, 2.808698, -3.506223], [3.366715, 5.011485, -2.325171], [4.657587, 5.074622, -1.439064], [4.359578, 4.924671, 0.098055], [5.452637, 6.902968, -1.753501], [-5.792043, -1.928542, 1.816517], [-5.460394, -0.898041, 0.338926], [-6.721637, -0.365654, 1.547807], [-5.933070, 0.848948, 3.778864], [-4.161046, 1.152311, 3.969398], [-4.881678, -0.508713, 4.349152], [-3.108764, 1.183236, 1.188052], [-1.499399, -0.629249, 2.538351], [-2.711136, -1.852343, 1.912731], [-2.093233, -0.458513, -0.511880], [-1.430782, -2.091347, 0.050763], [0.070274, 0.513409, 0.847067], [1.294733, -2.218032, -0.007062], [1.738655, -1.131830, 1.396940], [0.268838, -2.228737, 1.500424], [-0.275685, 0.796949, -1.536067], [-0.150631, -0.973041, -1.870032], [2.004878, -0.115191, -2.636952], [2.498457, -0.525092, -0.963077], [3.326414, 5.899669, -3.004017], [2.448341, 5.096368, -1.688295], [5.451400, 4.370013, -1.786075], [4.934636, 5.655706, 0.723939], [3.277695, 5.165691, 0.241517], [4.587410, 3.897561, 0.478845], [2.480846, -5.815866, 4.652224], [3.553304, -6.436964, 3.751572], [3.180771, -6.110506, 2.301812], [2.256140, -4.573997, 2.356451], [0.905378, -4.837082, 1.935394], [3.041928, -3.518330, 1.774511], [2.273827, -4.396945, 4.133936], [2.780964, -5.818796, 5.700716], [1.550967, -6.385242, 4.564802], [4.526301, -5.998480, 3.989349], [3.634280, -7.514088, 3.903567], [4.063869, -5.976987, 1.678769], [2.535501, -6.876221, 1.871693], [1.340843, -3.947909, 4.470448], [3.116177, -3.755053, 4.395611], [5.687198, -1.120947, -1.042443], [5.826777, -1.395871, 0.457431], [6.174367, -2.879451, 0.622926], [7.036456, -3.363097, -0.871359], [6.226968, -4.326467, -1.580052], [8.426881, -3.611048, -0.562676], [6.895077, -1.784147, -1.697648], [5.650165, -0.052231, -1.256852], [4.764041, -1.572148, -1.416349], [6.633318, -0.780751, 0.866575], [4.915075, -1.143174, 1.000072], [6.821909, -3.049202, 1.482234], [5.276255, -3.491234, 0.707230], [6.773569, -1.936704, -2.768611], [7.808647, -1.221959, -1.499017], [-2.520187, -7.573075, 2.605792], [-4.047196, -7.570905, 2.472063], [-4.493260, -6.112083, 2.320004], [-3.117636, -5.246231, 1.561386], [-2.600710, -4.287098, 2.503930], [-3.471278, -4.883032, 0.211265], [-2.008684, -6.644043, 1.511998], [-2.105879, -8.576917, 2.504614], [-2.234970, -7.186658, 3.588889], [-4.334626, -8.138077, 1.582734], [-4.528875, -8.041896, 3.330545], [-5.370624, -6.023371, 1.681501], [-4.689405, -5.649937, 3.287412], [-0.985108, -6.308640, 1.675281], [-2.101596, -7.107628, 0.527950], [-1.727237, 6.893251, -0.888308], [-1.668989, 6.648683, 0.623958], [-1.421684, 5.151362, 0.838571], [-0.526189, 4.577294, -0.607640], [-1.364991, 3.650902, -1.327744], [0.821587, 4.256379, -0.235044], [-0.537670, 6.143230, -1.476231], [-1.688293, 7.957129, -1.128563], [-2.660394, 6.489228, -1.291284], [-0.843920, 7.223649, 1.053842], [-2.585947, 6.970870, 1.120617], [-0.823039, 4.964149, 1.728143], [-2.357986, 4.596162, 0.897489], [-0.623792, 5.971543, -2.547946], [0.399634, 6.654385, -1.251325], [-2.066396, -5.377279, -4.082125], [-3.067397, -6.155353, -4.942979], [-3.048510, -7.611511, -4.466816], [-2.578765, -7.564361, -2.736697], [-1.294199, -8.206537, -2.591422], [-3.716634, -7.929199, -1.924761], [-2.343295, -5.797152, -2.642941], [-2.172650, -4.300175, -4.211328], [-1.045894, -5.652656, -4.362986], [-4.067765, -5.736134, -4.805557], [-2.826721, -6.085919, -6.004701], [-4.026735, -8.080109, -4.561581], [-2.302348, -8.198345, -5.002241], [-1.524956, -5.567697, -1.963056], [-3.270596, -5.356874, -2.275736], [7.126120, 11.791120, 0.609076], [6.119801, 11.050777, -0.277838], [6.103682, 9.584858, 0.168051], [6.553866, 9.585140, 1.903488], [7.822262, 8.916744, 2.052037], [5.403808, 9.229642, 2.696381], [6.824852, 11.348112, 2.035533], [7.043164, 12.873473, 0.500169], [8.143902, 11.500551, 0.334105], [5.126293, 11.487653, -0.143066], [6.374086, 11.136525, -1.334976], [5.118863, 9.139455, 0.051845], [6.842719, 8.994986, -0.371104], [7.640099, 11.546422, 2.729213], [5.901620, 11.799949, 2.401229], [-9.521437, 0.652192, -2.970633], [-10.246352, 0.731252, -1.623016], [-9.405500, -0.042813, -0.602704], [-7.708052, 0.053930, -1.175674], [-7.269421, -1.270058, -1.535842], [-6.954907, 0.898580, -0.285419], [-8.058801, 0.963731, -2.673424], [-9.939623, 1.350115, -3.696836], [-9.613055, -0.357577, -3.380367], [-10.327768, 1.777233, -1.315078], [-11.258421, 0.328781, -1.684489], [-9.474874, 0.394758, 0.391774], [-9.688428, -1.094638, -0.566240], [-7.382026, 0.647665, -3.465107], [-7.917967, 2.023924, -2.459140]],
  "atomic_forces_ev_per_a": [[1.80, -1.83, 1.53], [-0.01, 0.73, 0.34], [-1.40, 1.35, -1.67], [0.52, -0.76, 0.59], [-2.04, -0.50, -3.32], [1.51, 0.31, 0.74], [-0.48, -1.59, -0.67], [-0.49, 1.04, -0.01], [0.12, 0.90, 0.82], [-0.45, -0.36, -1.64], [0.19, -0.06, 1.97], [-0.23, -0.36, -1.14], [1.30, -4.78, -1.61], [1.74, 0.19, 1.56], [-0.48, -0.93, -3.00], [-0.74, 0.35, 1.28], [-0.30, 0.46, 1.50], [0.17, 0.61, 0.62], [-0.26, -0.42, 0.49], [-0.04, 0.46, 0.02], [-0.05, -0.50, -0.01], [-0.42, 0.72, -0.55], [-0.31, -0.08, 1.03], [0.94, -0.34, 0.12], [0.65, -0.41, 0.17], [-0.36, -0.72, -0.07], [0.27, 0.69, -0.65], [0.35, -0.05, 2.12], [-0.58, 0.04, -0.57], [0.59, 0.79, 0.27], [0.07, -0.56, 0.75], [-0.25, 1.00, -0.18], [-0.10, -0.65, -0.44], [-0.34, 0.46, 0.77], [-0.47, -0.62, -0.42], [0.77, 0.48, -0.46], [0.44, -0.84, 0.06], [0.67, 0.51, 0.37], [-0.05, 0.23, 0.93], [-0.50, 0.84, -0.14], [0.18, -1.15, 0.19], [0.84, -0.48, -0.48], [-0.81, 0.65, 0.15], [-0.31, -0.64, -0.70], [0.83, -0.45, 0.12], [-0.42, 0.80, -0.61], [-0.02, -0.08, -0.02], [0.07, -0.02, 0.09], [0.30, -0.41, 0.08], [0.27, 0.15, 0.16], [-0.08, -0.03, -0.15], [-0.07, -0.09, -0.14], [-0.06, -0.11, 0.45], [-0.03, 0.00, -0.04], [0.01, 0.06, 0.03], [-0.05, 0.00, -0.01], [0.02, 0.05, -0.03], [-0.16, 0.08, -0.12], [-0.05, 0.13, -0.04], [0.01, 0.08, -0.20], [-0.04, 0.02, -0.09], [-0.05, 0.06, 0.03], [-0.02, 0.11, 0.02], [-0.24, 0.14, 0.41], [0.02, 0.59, 0.03], [0.25, -0.24, 0.05], [-0.05, -0.40, -0.13], [-0.19, 0.29, -0.12], [-0.11, -0.05, -0.02], [0.05, 0.04, -0.03], [-0.02, -0.02, -0.04], [0.03, -0.04, -0.03], [0.05, -0.16, -0.13], [0.04, 0.01, -0.10], [0.08, -0.14, 0.05], [0.01, -0.10, 0.01], [-0.09, 0.02, 0.08], [-0.02, -0.15, -0.02], [-0.38, -0.34, 0.20], [0.21, -0.29, -0.19], [-0.16, 0.13, -0.11], [0.05, 0.33, 0.14], [0.31, -0.36, 0.07], [-0.01, 0.05, -0.01], [0.03, 0.00, -0.05], [0.05, 0.05, 0.01], [0.00, 0.04, -0.04], [0.10, 0.18, -0.01], [0.09, 0.10, -0.08], [-0.09, 0.22, -0.09], [-0.06, 0.05, 0.02], [-0.04, 0.03, 0.02], [0.00, 0.08, 0.03], [-0.36, 0.24, 0.33], [0.61, 0.19, 0.04], [0.04, -0.01, 0.11], [-1.90, 4.48, 0.19], [-0.34, 0.37, -0.27], [-0.03, -0.03, 0.00], [0.05, 0.00, -0.02], [-0.02, -0.03, -0.04], [0.05, -0.01, 0.00], [0.03, -0.18, -0.13], [0.08, -0.06, -0.06], [0.10, -0.15, 0.04], [0.00, -0.09, 0.00], [0.09, -0.09, -0.10], [-0.04, 0.13, -0.03], [-0.17, 0.02, -0.51], [-0.13, 0.60, 0.00], [-0.18, -0.25, 0.19], [0.26, -0.37, 0.14], [0.06, 0.37, -0.19], [0.02, -0.05, 0.04], [-0.02, 0.04, 0.03], [0.05, -0.02, 0.02], [-0.02, -0.03, 0.04], [0.10, -0.11, 0.14], [0.02, -0.02, 0.15], [-0.09, -0.12, 0.09], [0.07, -0.08, 0.11], [0.04, 0.00, -0.10], [-0.04, 0.09, 0.00], [-0.09, 0.32, -0.35], [-0.23, 0.06, -0.22], [-0.09, -0.04, 0.20], [0.22, -0.15, 0.16], [0.16, 0.43, -0.05], [0.03, -0.04, 0.02], [-0.03, 0.02, 0.05], [0.05, -0.01, 0.01], [-0.03, -0.04, 0.04], [0.14, -0.16, 0.13], [-0.02, -0.05, 0.17], [-0.06, -0.16, 0.06], [0.01, -0.09, 0.02], [-0.05, -0.07, 0.00], [-0.08, 0.09, -0.04], [-0.52, 0.01, 0.10], [0.02, 0.44, -0.13], [0.07, 0.05, 0.12], [-0.20, 0.09, -0.44], [-0.24, 0.10, -0.40], [0.03, -0.04, 0.02], [0.04, 0.05, -0.01], [0.02, -0.04, -0.02], [0.04, 0.02, 0.03], [0.18, -0.11, 0.00], [0.15, 0.01, -0.01], [0.11, -0.03, 0.16], [0.06, -0.07, 0.06]]
}